Entry 1:
{
  "formula": "C3H12O3",
  "method": "the ωB97M-V functional and the def2-TZVPD basis",
  "symbols": ["C", "C", "C", "O", "H", "H", "H", "H", "H", "H", "H", "H", "O", "H", "H", "O", "H", "H"],
  "xyz": [[1.54427, -0.11996, -1.31239], [1.39790, 0.66333, 0.00522], [-0.02144, 0.93904, 0.44628], [-0.87073, 1.40096, -0.68840], [0.61113, -0.10662, -1.87047], [1.97849, -1.10805, -1.24644], [2.19080, 0.46611, -1.97190], [1.83233, -0.03759, 0.72968], [1.93275, 1.60744, 0.09511], [-0.60798, 0.07186, 0.75148], [-0.09434, 1.69626, 1.22016], [-0.55806, 2.29581, -0.72873], [0.48737, -2.73006, 1.49605], [-0.29969, -2.62591, 2.04910], [0.27497, -2.00350, 0.87730], [-3.56874, -0.03645, 0.33329], [-2.91186, 0.52178, -0.16068], [-3.31717, -0.89446, -0.02464]],
  "smiles": "CCCO.O.O",
  "e_lumo_ha": 0.0187
}

=====

Entry 2:
{
  "formula": "C3H6O3",
  "method": "the ωB97M-V functional and the def2-TZVPD basis",
  "symbols": ["C", "C", "O", "C", "O", "H", "H", "H", "H", "O", "H", "H"],
  "xyz": [[0.64854, 0.21319, -1.29665], [-0.11019, 0.71552, -0.09838], [-1.20156, 1.23330, -0.13756], [0.60933, 0.55921, 1.25667], [0.06332, 0.82052, 2.29584], [-0.00243, 0.20237, -2.17269], [1.03533, -0.79273, -1.10077], [1.50273, 0.87251, -1.49266], [1.66040, 0.20180, 1.21253], [-1.09407, -1.71976, 0.50891], [-1.57886, -1.92336, -0.30321], [-1.66136, -1.07185, 0.94988]],
  "smiles": "CC(=O)C=O.O",
  "e_lumo_ha": -0.0117
}

=====

Entry 3:
{
  "formula": "C5H9IS4",
  "method": "the ωB97M-V functional and the def2-TZVPD basis",
  "symbols": ["C", "C", "C", "C", "C", "S", "S", "S", "S", "I", "H", "H", "H", "H", "H", "H", "H", "H", "H"],
  "xyz": [[0.28374, 1.77999, 0.51810], [0.75732, 0.65198, 0.00994], [2.20611, 0.51668, -0.36535], [-0.09499, -0.56103, -0.26927], [-1.43507, -0.63747, 0.40780], [-0.35174, -0.70438, -2.10344], [0.83489, -2.10556, 0.19554], [-1.36223, -0.29207, 2.15597], [-2.83794, 0.83816, -0.44593], [-2.49177, -2.47594, -0.01841], [-0.74566, 1.93374, 0.78084], [0.94198, 2.61430, 0.68529], [2.67341, 1.49495, -0.39145], [2.31816, 0.05005, -1.34300], [2.73718, -0.10045, 0.35790], [0.83631, -1.24390, -2.35887], [0.87778, -1.85388, 1.50250], [-2.65253, -0.52051, 2.38636], [-2.49495, 0.61531, -1.70453]],
  "e_lumo_ha": -0.0126
}

=====

Entry 4:
{
  "formula": "C5H6O2",
  "method": "the ωB97M-V functional and the def2-TZVPD basis",
  "symbols": ["C", "O", "C", "C", "O", "C", "C", "H", "H", "H", "H", "H", "H"],
  "xyz": [[0.62921, 0.53954, 1.29067], [0.69292, -0.83612, 1.18030], [0.21652, -1.19520, -0.07970], [-1.08243, -0.63113, -0.60699], [-1.45649, 0.54877, 0.09056], [-0.11059, 1.04120, -0.09259], [0.23788, -0.07716, -1.07359], [1.54745, 1.07099, 1.09772], [0.01678, 0.85831, 2.11209], [0.50827, -2.19866, -0.36521], [-1.86477, -1.18596, -1.11666], [-0.08250, 2.09637, -0.40973], [0.74774, -0.03096, -2.02686]],
  "e_lumo_ha": 0.0375
}

=====

Kohn-Sham gap list, top to bottom, in eV: 11.601; 9.455; 8.286; 9.713